Run one
Molecular formula: C12H17N
Method: DFT, the ωB97M-V functional and the def2-TZVPD basis

```
! wB97M-V def2-TZVPD RIJCOSX def2/J DEFGRID3
* xyz 0 1
C 1.240 2.809 -1.640
C 0.201 1.750 -1.984
C 1.918 2.694 -0.294
H 0.777 3.785 -1.728
H 1.991 2.733 -2.430
H -0.515 1.372 -1.250
H -0.381 2.001 -2.874
H 2.545 3.570 -0.121
H 0.640 0.785 -2.280
H 2.624 1.861 -0.202
H 1.259 2.659 0.568
C 0.330 -2.252 -1.684
C -0.749 -1.630 0.641
C 0.283 -1.606 -0.345
C -0.346 -0.765 1.679
C 1.163 -0.647 0.037
C -2.781 -1.992 1.883
C -2.351 -1.102 2.880
C -2.012 -2.213 0.754
C -1.149 -0.428 2.760
N 0.845 -0.190 1.288
H -3.761 -2.445 1.965
H -2.867 -1.130 3.829
H -2.397 -2.964 0.074
H -0.906 0.389 3.429
H 1.309 -2.093 -2.143
H -0.359 -1.831 -2.422
H 2.020 -0.350 -0.541
H 1.239 0.559 1.831
H 0.191 -3.329 -1.679
*
```

Computed properties:
- HOMO energy: -0.2847 hartree
- LUMO level: 0.918 eV
- SMILES: Cc1c[nH]c2ccccc12.CCC
- Kohn-Sham gap: 8.67 eV

***

Run two
Molecular formula: C12H17N
Method: DFT, the ωB97M-V functional and the def2-TZVPD basis

```
! wB97M-V def2-TZVPD RIJCOSX def2/J DEFGRID3
* xyz 0 1
C -2.441 -0.509 -0.709
C -1.167 0.114 -1.191
C -0.142 -0.537 -1.798
C -0.734 1.467 -0.947
C 0.625 1.527 -1.341
C -1.347 2.653 -0.554
C 1.413 2.659 -1.181
C -0.578 3.803 -0.426
C 0.792 3.800 -0.707
N 0.964 0.312 -1.880
H -2.526 -1.556 -1.026
H -3.321 0.027 -1.059
H 0.008 -1.531 -2.193
H 1.922 0.030 -2.005
H -2.390 2.745 -0.286
H 2.477 2.701 -1.391
H -1.108 4.702 -0.131
H 1.381 4.688 -0.486
H -2.374 -0.655 0.370
C 0.332 -2.367 1.257
C 0.235 -1.677 2.626
C 1.632 -3.155 1.163
H -0.534 -2.975 1.011
H 0.348 -1.613 0.467
H 0.580 -0.650 2.602
H 2.512 -2.510 1.274
H 1.725 -3.909 1.953
H 0.763 -2.257 3.378
H -0.794 -1.654 3.003
H 1.748 -3.673 0.207
*
```

Computed properties:
- HOMO energy: -0.2896 hartree
- LUMO level: 0.857 eV
- SMILES: Cc1c[nH]c2ccccc12.CCC
- Kohn-Sham gap: 8.74 eV

***

Run three
Molecular formula: C12H17N
Method: DFT, the ωB97M-V functional and the def2-TZVPD basis

```
! wB97M-V def2-TZVPD RIJCOSX def2/J DEFGRID3
* xyz 0 1
C -1.799 0.118 1.452
C 1.637 1.483 0.758
C 0.681 0.381 0.969
C -0.587 0.909 1.223
C -0.428 2.306 1.120
C 3.360 -0.135 0.146
C 3.005 1.162 0.449
C 2.411 -1.208 0.169
C 1.130 -0.979 0.600
N 0.892 2.632 0.853
H 4.342 -0.388 -0.279
H 3.874 1.813 0.381
H 2.633 -2.245 -0.186
H 0.408 -1.690 0.395
H 1.320 3.524 1.188
H -1.298 2.987 0.954
H -2.008 -0.572 0.699
H -2.747 0.700 1.663
H -1.842 -0.322 2.527
C -2.769 -1.484 -2.578
C -1.352 -1.547 -2.087
C -3.717 -2.263 -1.713
H -3.122 -0.286 -2.585
H -2.627 -1.966 -3.508
H -0.572 -1.592 -2.940
H -3.045 -2.794 -0.811
H -4.661 -1.726 -1.202
H -4.354 -3.088 -2.074
H -0.949 -0.749 -1.484
H -1.030 -2.480 -1.757
*
```

Computed properties:
- HOMO energy: -0.2856 hartree
- LUMO level: 0.927 eV
- SMILES: Cc1c[nH]c2ccccc12.CCC
- Kohn-Sham gap: 8.70 eV

***

Which structure wins on stability? run two wins.

***

Run one
Molecular formula: C12H17N
Method: DFT, the ωB97M-V functional and the def2-TZVPD basis

```
! wB97M-V def2-TZVPD RIJCOSX def2/J DEFGRID3
* xyz 0 1
C -1.668 2.728 -2.095
C -1.328 0.710 -0.707
C -1.995 1.879 -1.024
C -1.899 0.176 0.523
C -3.027 2.079 -0.129
C 0.314 -0.984 -0.410
C -0.423 -1.563 0.604
C -0.097 0.147 -1.111
C -1.568 -1.044 1.045
N -3.060 1.016 0.717
H 1.126 -1.527 -0.935
H -0.110 -2.564 1.004
H 0.444 0.633 -1.982
H -2.128 -1.494 1.855
H -0.485 2.973 -1.914
H -2.243 3.618 -2.232
H -3.731 2.907 -0.230
H -3.725 0.716 1.337
H -1.484 2.037 -3.041
C 3.628 -1.213 0.425
C 5.107 -1.580 0.133
C 3.234 -1.670 1.848
H 3.507 -0.078 0.206
H 2.958 -1.786 -0.282
H 5.764 -0.855 0.635
H 5.370 -1.332 -0.947
H 2.704 -0.953 2.437
H 2.538 -2.643 1.648
H 5.195 -2.616 0.467
H 4.054 -2.135 2.338
*
```

Computed properties:
- HOMO energy: -0.2779 hartree
- LUMO level: 0.934 eV
- SMILES: Cc1c[nH]c2ccccc12.CCC
- Kohn-Sham gap: 8.50 eV

***

Run two
Molecular formula: C12H17N
Method: DFT, the ωB97M-V functional and the def2-TZVPD basis

```
! wB97M-V def2-TZVPD RIJCOSX def2/J DEFGRID3
* xyz 0 1
C -1.365 1.655 2.009
C -0.551 0.626 2.716
C -0.195 -0.648 1.949
C 1.792 -0.348 0.762
C 2.393 -1.068 -0.531
C 1.985 -0.024 -1.617
C 0.468 0.019 -1.770
C -0.174 0.081 -3.017
C -1.595 0.056 -2.865
C -2.353 -0.281 -1.733
C -1.667 -0.342 -0.580
C -0.309 -0.200 -0.580
H -1.846 2.485 2.731
H -2.114 0.996 1.210
H -0.479 2.289 1.447
H 0.408 1.101 3.285
H -1.165 0.428 3.635
H 0.626 -1.094 2.551
H -1.113 -1.340 2.010
H 2.248 0.661 0.502
H 1.936 -0.857 1.643
H 3.586 -1.262 -0.601
H 2.127 -2.097 -0.709
H 2.506 0.980 -1.141
H 2.217 -0.257 -2.601
H 0.316 0.139 -3.960
H -2.252 -0.228 -3.827
H -3.416 -0.527 -1.846
H -2.417 -0.516 0.309
N 0.404 -0.428 0.618
*
```

Computed properties:
- HOMO energy: -0.2660 hartree
- LUMO level: 0.949 eV
- SMILES: CCCN1CCCc2ccccc21
- Kohn-Sham gap: 8.19 eV

***

Which structure wins on stability? run one wins.

***

Run one
Molecular formula: C5H11IN3
Method: DFT, the ωB97M-V functional and the def2-TZVPD basis

```
! wB97M-V def2-TZVPD RIJCOSX def2/J DEFGRID3
* xyz 1 1
C 0.847 0.107 -0.553
C -0.993 0.740 1.469
C -0.296 1.918 0.635
C -1.245 -0.407 0.468
C -0.319 -2.059 -1.008
N 0.807 1.331 -0.058
N -0.100 -0.766 -0.353
N 2.010 -0.156 -1.450
I 3.549 -0.739 -0.113
H -0.304 0.340 2.285
H -2.054 0.943 1.866
H -1.149 2.322 0.023
H -0.046 2.693 1.314
H -1.541 -1.313 1.028
H -2.042 -0.084 -0.222
H -0.822 -2.708 -0.274
H -0.839 -2.023 -1.994
H 0.538 -2.727 -1.186
H 1.700 1.912 0.028
H 2.301 0.675 -1.905
*
```

Computed properties:
- HOMO energy: -0.4896 hartree
- LUMO level: -4.518 eV
- Kohn-Sham gap: 8.80 eV

***

Run two
Molecular formula: C5H11IN3
Method: DFT, the ωB97M-V functional and the def2-TZVPD basis

```
! wB97M-V def2-TZVPD RIJCOSX def2/J DEFGRID3
* xyz 1 1
C 0.385 -1.056 0.057
C 0.185 1.300 0.616
C -1.811 -0.474 1.109
C 1.127 -2.235 -0.502
C -0.119 2.039 -0.669
N 0.931 0.115 0.236
N -0.819 0.827 1.498
N -0.842 -1.339 0.473
I -3.478 -0.101 -0.214
H 0.619 2.091 1.244
H -2.285 -0.960 2.009
H 0.615 -3.088 -0.774
H 1.873 -2.383 0.306
H 1.679 -1.986 -1.353
H -0.606 3.051 -0.504
H -0.727 1.412 -1.293
H 0.784 2.141 -1.162
H 1.989 0.181 -0.013
H -1.255 1.611 2.005
H -1.070 -2.320 0.562
*
```

Computed properties:
- HOMO energy: -0.4743 hartree
- LUMO level: -3.492 eV
- SMILES: CC1=[NH+][C@H](I)N[C@H](C)N1
- Kohn-Sham gap: 9.41 eV

***

Which structure wins on stability? run one wins.

***

Run one
Molecular formula: C2H3NO3
Method: DFT, the ωB97M-V functional and the def2-TZVPD basis

```
! wB97M-V def2-TZVPD RIJCOSX def2/J DEFGRID3
* xyz 0 1
C 1.448 0.206 0.137
C -0.062 0.076 0.050
N 2.560 0.409 0.010
O -0.688 -1.033 -0.422
O -0.501 1.129 -0.729
O -0.427 0.226 1.459
H -0.224 -1.919 -0.277
H -0.683 0.710 -1.563
H -1.423 0.196 1.336
*
```

Computed properties:
- HOMO energy: -0.4343 hartree
- LUMO level: 0.236 eV
- SMILES: N#CC(O)(O)O
- Kohn-Sham gap: 12.05 eV

***

Run two
Molecular formula: C2H3NO3
Method: DFT, the ωB97M-V functional and the def2-TZVPD basis

```
! wB97M-V def2-TZVPD RIJCOSX def2/J DEFGRID3
* xyz 0 1
C -0.635 0.742 -0.589
C -0.680 -2.636 0.917
N 0.602 0.461 -0.213
O -1.221 0.173 -1.513
O -1.731 -2.755 1.229
O 1.363 1.475 0.379
H -1.172 1.472 0.024
H 1.270 -0.106 -0.830
H 2.205 1.174 0.595
*
```

Computed properties:
- HOMO energy: -0.3581 hartree
- LUMO level: 0.501 eV
- Kohn-Sham gap: 10.25 eV

***

Run three
Molecular formula: C2H3NO3
Method: DFT, the ωB97M-V functional and the def2-TZVPD basis

```
! wB97M-V def2-TZVPD RIJCOSX def2/J DEFGRID3
* xyz 0 1
C -1.441 -0.352 0.155
C -0.725 0.850 0.017
N 1.981 -0.167 -0.135
O 2.534 0.425 0.799
O 2.433 -0.972 -0.908
O -1.564 0.553 -0.955
H -0.943 -1.319 -0.055
H -2.370 -0.357 0.833
H 0.095 1.339 0.249
*
```

Computed properties:
- HOMO energy (spin up / spin down): -0.3830 / -0.2859 hartree
- LUMO level (spin up / spin down): 0.290 / -2.117 eV
- Kohn-Sham gap (spin up / spin down): 10.71 / 5.66 eV

***

Which structure wins on stability? run one wins.

***

Run one
Molecular formula: C6H24N12O6
Method: DFT, the ωB97M-V functional and the def2-TZVPD basis

```
! wB97M-V def2-TZVPD RIJCOSX def2/J DEFGRID3
* xyz 0 1
C -1.402 -0.223 -0.470
O -2.222 -1.083 -0.179
N -1.754 1.034 -0.660
N -0.126 -0.455 -0.491
H -1.208 1.720 -1.178
H -2.780 1.018 -0.849
H 0.514 0.360 -0.829
H 0.175 -1.415 -0.262
C 0.515 3.988 -0.108
O -0.580 3.611 -0.414
N 0.976 5.169 -0.232
N 1.375 3.160 0.483
H 0.428 6.047 -0.531
H 1.719 5.486 0.361
H 1.043 2.407 0.932
H 2.252 3.524 0.860
C -1.961 -4.446 1.805
O -2.148 -4.719 2.994
N -1.614 -3.243 1.549
N -2.015 -5.218 0.770
H -1.905 -2.943 0.626
H -1.735 -2.549 2.346
H -2.328 -6.148 1.009
H -1.565 -4.956 -0.058
C 0.673 -3.570 -0.960
O -0.336 -4.165 -1.327
N 0.750 -2.986 0.264
N 1.702 -3.332 -1.728
H -0.106 -3.170 0.823
H 1.629 -2.496 0.568
H 1.564 -3.504 -2.690
H 2.535 -2.806 -1.383
C 1.406 1.570 -2.636
O 1.683 0.798 -3.577
N 1.783 1.441 -1.417
N 0.873 2.748 -2.816
H 2.386 0.567 -1.251
H 1.680 2.129 -0.697
H 0.681 2.879 -3.775
H 0.462 3.405 -2.164
C -0.152 1.572 2.636
O 0.217 1.889 3.802
N 0.529 0.949 1.744
N -1.393 1.638 2.185
H 1.421 0.507 1.984
H 0.065 0.327 1.024
H -2.181 2.153 2.678
H -1.544 1.353 1.241
*
```

Computed properties:
- HOMO energy: -0.3318 hartree
- LUMO level: -0.212 eV
- SMILES: NC(N)=O.NC(N)=O.NC(N)=O.NC(N)=O.NC(N)=O.NC(N)=O
- Kohn-Sham gap: 8.82 eV

***

Run two
Molecular formula: C6H24N12O6
Method: DFT, the ωB97M-V functional and the def2-TZVPD basis

```
! wB97M-V def2-TZVPD RIJCOSX def2/J DEFGRID3
* xyz 0 1
C -5.714 -1.508 -2.667
O -5.625 -2.570 -2.107
N -4.881 -0.495 -2.514
N -6.610 -1.178 -3.551
H -5.222 0.390 -2.863
H -4.321 -0.645 -1.687
H -6.554 -0.296 -4.038
H -7.349 -1.830 -3.772
C 2.727 0.602 6.112
O 3.513 -0.303 6.037
N 2.537 1.219 7.242
N 1.987 0.886 5.135
H 1.728 1.805 7.392
H 3.273 1.254 7.932
H 1.185 1.496 5.203
H 1.942 0.120 4.478
C 0.892 -0.674 0.174
O 0.863 -1.186 1.244
N 0.069 -0.966 -0.776
N 1.679 0.303 -0.212
H 0.144 -0.421 -1.623
H -0.523 -1.767 -0.609
H 1.761 0.601 -1.173
H 2.371 0.682 0.418
C 6.565 -0.620 -2.550
O 6.503 0.550 -2.405
N 7.628 -1.221 -3.045
N 5.537 -1.433 -2.488
H 7.752 -2.224 -3.029
H 8.412 -0.606 -3.210
H 5.714 -2.328 -2.921
H 4.755 -1.178 -1.902
C -3.794 -1.594 3.331
O -3.550 -0.421 3.617
N -3.151 -2.501 2.616
N -4.844 -2.167 3.875
H -3.458 -3.451 2.765
H -2.241 -2.227 2.273
H -5.185 -2.986 3.391
H -5.367 -1.703 4.604
C -0.196 3.379 -3.642
O -0.221 2.145 -3.680
N -0.971 4.055 -2.831
N 0.706 4.038 -4.243
H -1.210 5.015 -3.036
H -1.477 3.447 -2.204
H 0.835 5.036 -4.325
H 1.385 3.474 -4.734
*
```

Computed properties:
- HOMO energy: -0.3351 hartree
- LUMO level: 0.343 eV
- SMILES: NC(N)=O.NC(N)=O.NC(N)=O.NC(N)=O.NC(N)=O.NC(N)=O
- Kohn-Sham gap: 9.46 eV

***

Which structure wins on stability? run two wins.

***

Run one
Molecular formula: C4H4O3
Method: DFT, the ωB97M-V functional and the def2-TZVPD basis

```
! wB97M-V def2-TZVPD RIJCOSX def2/J DEFGRID3
* xyz 0 1
O -1.753 1.606 -0.811
C -1.618 1.542 0.386
C 0.345 -0.686 -0.037
C 0.818 -1.980 0.373
O 0.319 -2.951 -0.165
C 0.944 0.221 -0.887
O 1.573 0.862 -0.025
H -0.644 1.736 0.875
H 1.559 -2.035 1.192
H -2.454 1.281 1.062
H 0.911 0.404 -1.964
*
```

Computed properties:
- HOMO energy: -0.3667 hartree
- LUMO level: -0.949 eV
- Kohn-Sham gap: 9.03 eV

***

Run two
Molecular formula: C4H4O3
Method: DFT, the ωB97M-V functional and the def2-TZVPD basis

```
! wB97M-V def2-TZVPD RIJCOSX def2/J DEFGRID3
* xyz 0 1
C 0.376 1.179 1.323
C 0.379 0.456 0.203
O 1.499 0.206 -0.523
C -0.867 -0.191 -0.308
O -1.972 0.120 0.084
C -0.796 -1.377 -1.282
O 0.122 -2.151 -1.339
H -0.524 1.302 1.907
H 1.297 1.642 1.671
H 2.237 0.334 0.087
H -1.739 -1.512 -1.849
*
```

Computed properties:
- HOMO energy: -0.3594 hartree
- LUMO level: -0.765 eV
- SMILES: C=C(O)C(=O)C=O
- Kohn-Sham gap: 9.01 eV

***

Which structure wins on stability? run two wins.

***

Run one
Molecular formula: C8H15NO
Method: DFT, the ωB97M-V functional and the def2-TZVPD basis

```
! wB97M-V def2-TZVPD RIJCOSX def2/J DEFGRID3
* xyz 0 1
C -0.927 -1.343 -0.593
C -0.432 -0.606 -1.839
C -0.183 -2.667 -0.389
O -2.304 -1.655 -0.791
C -0.800 -0.482 0.646
N -1.521 -0.049 1.480
H -2.847 -1.044 -0.277
H 0.893 -2.523 -0.301
H 0.648 -0.477 -1.823
H -0.702 -1.192 -2.717
H -0.901 0.376 -1.911
H -0.558 -3.176 0.498
H -0.371 -3.304 -1.252
C 1.219 0.019 1.012
C -0.054 2.414 1.561
C 0.796 1.835 0.542
C 1.263 2.202 -0.627
H -0.711 3.186 1.156
H 1.052 -0.945 1.501
H 1.895 -0.176 0.185
H 1.791 0.424 1.846
H 0.533 2.792 2.400
H -0.752 1.616 1.929
H 1.853 1.556 -1.262
H 1.121 3.219 -0.976
*
```

Computed properties:
- HOMO energy: -0.3332 hartree
- LUMO level: 0.752 eV
- Kohn-Sham gap: 9.82 eV

***

Run two
Molecular formula: C8H15NO
Method: DFT, the ωB97M-V functional and the def2-TZVPD basis

```
! wB97M-V def2-TZVPD RIJCOSX def2/J DEFGRID3
* xyz 0 1
C -1.299 2.118 -0.269
C 0.150 2.824 -2.145
C 1.680 -0.866 0.313
C 0.074 -2.770 0.623
C -0.148 -0.697 1.959
C -0.160 2.265 -0.897
C -0.691 -0.753 -0.414
C 0.262 -1.256 0.676
N -2.427 1.949 0.149
O -1.830 -0.512 -0.105
H -0.649 2.480 -2.890
H 1.131 2.415 -2.463
H 0.294 3.949 -2.195
H 1.791 0.118 0.038
H 2.177 -1.558 -0.391
H 2.454 -0.873 1.118
H 0.783 -3.248 1.439
H -1.051 -2.940 0.629
H 0.460 -3.224 -0.383
H 0.681 0.037 2.073
H -1.109 -0.260 2.055
H -0.160 -1.448 2.631
H 0.731 2.108 -0.307
H -0.314 -0.846 -1.428
H -2.831 0.990 0.182
*
```

Computed properties:
- HOMO energy: -0.3056 hartree
- LUMO level: 0.734 eV
- SMILES: CC(C)(C)C=O.CC=C=N
- Kohn-Sham gap: 9.05 eV

***

Which structure wins on stability? run two wins.

***

Run one
Molecular formula: C4H10O
Method: DFT, the ωB97M-V functional and the def2-TZVPD basis

```
! wB97M-V def2-TZVPD RIJCOSX def2/J DEFGRID3
* xyz 0 1
C -1.286 0.641 -0.213
C 0.561 -0.650 0.387
C -0.690 1.982 0.057
C 1.002 -2.023 0.765
O -0.714 -0.466 0.189
H -2.344 0.528 -0.378
H -0.078 0.171 -2.255
H 1.201 0.196 0.595
H 0.598 -0.232 -2.120
H -1.411 2.760 -0.178
H 0.213 -2.739 0.544
H 1.245 -2.094 1.828
H 1.895 -2.309 0.207
H 0.213 2.148 -0.539
H -0.406 2.087 1.111
*
```

Computed properties:
- HOMO energy (spin up / spin down): -0.2565 / -0.2551 hartree
- LUMO level (spin up / spin down): 1.221 / 1.219 eV
- Kohn-Sham gap (spin up / spin down): 8.20 / 8.16 eV

***

Run two
Molecular formula: C4H10O
Method: DFT, the ωB97M-V functional and the def2-TZVPD basis

```
! wB97M-V def2-TZVPD RIJCOSX def2/J DEFGRID3
* xyz 0 1
C -3.167 -1.119 -2.958
O -3.127 0.253 -2.572
H -2.885 -1.740 -2.117
H -4.113 -1.406 -3.408
H -2.443 -1.253 -3.749
H -3.917 0.415 -2.036
C 3.082 1.371 1.956
C 1.954 0.382 1.899
C 2.058 -0.862 2.325
H 4.005 0.819 2.126
H 3.177 2.011 1.075
H 2.960 2.050 2.795
H 1.045 0.716 1.382
H 1.305 -1.626 2.370
H 2.994 -1.152 2.793
*
```

Computed properties:
- HOMO energy: -0.3542 hartree
- LUMO level: 0.919 eV
- SMILES: C=CC.CO
- Kohn-Sham gap: 10.56 eV

***

Which structure wins on stability? run two wins.